Entry 1:
{
  "formula": "C32H41F5GeO3PtSi2Te",
  "method": "ωB97M-V/def2-TZVPD",
  "species": ["Pt", "C", "O", "C", "C", "O", "C", "H", "H", "H", "H", "H", "H", "H", "H", "H", "H", "C", "Si", "C", "C", "C", "C", "C", "C", "C", "Si", "C", "C", "H", "H", "H", "H", "H", "H", "H", "H", "H", "H", "H", "H", "H", "H", "H", "H", "C", "C", "C", "C", "C", "C", "Ge", "C", "C", "C", "C", "C", "C", "C", "C", "C", "C", "C", "C", "H", "H", "H", "H", "H", "H", "H", "H", "H", "H", "H", "H", "H", "H", "H", "F", "Te", "F", "F", "F", "F", "O"],
  "xyz": [[0.3941, 0.8375, 0.7900], [0.9505, 0.5945, 4.5494], [0.9980, -0.1426, 3.3425], [2.2429, -0.7384, 3.0769], [3.2766, 0.2251, 2.4997], [2.9116, 0.6032, 1.1799], [3.8837, 1.4685, 0.6207], [1.5292, 0.0949, 5.3312], [-0.0934, 0.6274, 4.8482], [1.3205, 1.6155, 4.4279], [2.0344, -1.5254, 2.3514], [2.6567, -1.1784, 3.9935], [4.2568, -0.2716, 2.4712], [3.3593, 1.1192, 3.1330], [4.8720, 1.0055, 0.6907], [3.9063, 2.4235, 1.1540], [3.6418, 1.6305, -0.4262], [-1.4976, 2.7057, 3.6241], [-1.3690, 2.0458, 1.8079], [-1.9170, 3.6324, 0.8411], [-2.7901, 0.6038, 2.0962], [-4.0216, 1.2331, 2.3152], [-5.0250, 0.6057, 3.0283], [-4.8183, -0.6606, 3.5467], [-3.6471, -1.3306, 3.2528], [-2.6641, -0.7268, 2.4716], [-1.4493, -2.0100, 1.6931], [-2.3082, -3.4590, 0.7749], [-0.7218, -2.8884, 3.2609], [-2.3118, 3.4202, 3.6630], [-0.6043, 3.2377, 3.9165], [-1.7018, 1.9417, 4.3611], [-2.9971, 3.7554, 0.8644], [-1.6421, 3.6311, -0.2073], [-1.4666, 4.4991, 1.3177], [-4.1880, 2.2400, 1.9709], [-5.9538, 1.1276, 3.2069], [-5.5716, -1.1420, 4.1481], [-3.5088, -2.3436, 3.5930], [-2.9273, -3.1017, -0.0402], [-1.5473, -4.1176, 0.3600], [-2.9279, -4.0420, 1.4489], [-1.4457, -3.5824, 3.6601], [-0.4252, -2.1755, 4.0127], [0.1400, -3.4382, 2.9155], [2.8594, -4.3484, -2.0155], [2.7246, -3.6891, -0.8066], [2.0413, -2.4875, -0.7533], [1.5052, -1.9345, -1.9043], [1.6539, -2.5875, -3.1177], [2.3292, -3.7944, -3.1683], [0.6254, -0.1126, -1.7304], [2.0373, 1.2142, -2.4469], [1.9783, 2.5405, -2.0538], [2.9623, 3.4241, -2.4686], [3.9926, 2.9713, -3.2772], [4.0426, 1.6444, -3.6703], [3.0534, 0.7618, -3.2662], [-0.4044, 0.1546, -3.5683], [-1.1229, -0.9278, -4.0146], [-2.1042, -0.7093, -4.9740], [-2.3017, 0.5555, -5.4938], [-1.5174, 1.6137, -5.0712], [-0.5319, 1.4112, -4.1125], [3.3766, -5.2932, -2.0692], [3.1389, -4.1173, 0.0936], [1.9078, -1.9806, 0.1911], [1.2478, -2.1589, -4.0237], [2.4319, -4.3070, -4.1124], [1.1712, 2.8801, -1.4122], [2.9237, 4.4597, -2.1655], [4.7519, 3.6559, -3.6214], [4.8418, 1.2926, -4.3036], [3.0846, -0.2717, -3.5770], [-1.0181, -1.9086, -3.5808], [-2.7207, -1.5396, -5.2825], [-3.0609, 0.7183, -6.2488], [-1.6658, 2.6091, -5.4675], [0.0703, 2.2455, -3.7865], [-3.7275, -0.9256, -0.1006], [-2.1046, 0.1645, -0.3442], [-3.4716, 1.6128, -0.3119], [-1.1312, 1.8238, -1.3662], [-1.5535, -1.5913, -1.3150], [-2.8489, 0.2098, -2.1096], [-0.2997, -1.3259, 0.8880]],
  "forces_ev_per_a": [[0.5, -1.3, 0.6], [-0.1, 0.1, 0.3], [-0.3, 0.5, -0.3], [0.6, 0.0, -0.4], [-0.2, -0.4, 0.5], [-0.9, -0.1, 0.1], [0.5, 0.3, -0.3], [0.0, 0.0, 0.0], [0.0, 0.0, 0.1], [0.1, 0.0, 0.0], [0.1, -0.1, 0.0], [-0.1, 0.0, -0.1], [-0.2, 0.1, 0.0], [0.1, 0.0, -0.1], [0.0, 0.0, 0.0], [0.0, 0.0, 0.0], [0.0, 0.0, 0.1], [1.1, -0.6, -0.6], [-2.3, 0.8, 1.4], [0.7, -0.7, -0.2], [0.8, 1.1, -0.2], [-0.8, 0.2, 0.2], [0.3, 0.8, -0.3], [0.4, -0.6, 0.1], [-0.1, 0.1, 0.3], [0.7, -0.8, -0.5], [-1.5, -3.7, 2.9], [0.1, 1.1, 0.2], [-0.4, 0.8, -0.9], [-0.3, 0.1, -0.4], [0.3, 0.3, 0.2], [0.0, -0.3, 0.1], [-0.1, -0.3, 0.2], [0.0, -0.1, -0.1], [0.2, 0.0, 0.3], [0.0, 0.1, -0.1], [0.0, 0.0, 0.0], [-0.2, -0.1, 0.0], [0.0, -0.2, 0.0], [0.0, 0.0, -0.1], [0.2, 0.0, 0.0], [-0.1, 0.0, 0.3], [-0.2, -0.2, 0.1], [0.1, 0.2, 0.3], [0.4, -0.3, -0.1], [0.0, -0.1, -0.1], [0.0, -0.1, 0.1], [0.1, -0.1, 0.2], [-0.5, 0.9, 1.4], [-0.4, 0.5, -0.4], [0.1, -0.1, 0.0], [1.4, -0.2, -6.0], [-0.7, -0.1, 2.1], [0.1, 0.2, 0.2], [0.0, 0.1, -0.2], [0.0, 0.2, 0.0], [-0.2, 0.0, -0.2], [0.1, -0.4, 0.2], [0.9, -0.9, 2.7], [-0.9, 0.1, -0.5], [0.4, -0.5, -0.1], [-0.2, 0.0, -0.2], [0.5, 0.2, 0.0], [-0.6, 0.4, -0.3], [0.1, -0.1, 0.0], [0.1, 0.0, 0.1], [0.1, -0.1, 0.1], [0.0, 0.0, 0.0], [0.0, 0.0, -0.1], [0.0, 0.1, 0.0], [0.0, 0.1, 0.0], [0.1, 0.1, 0.0], [0.1, 0.0, -0.1], [0.1, -0.1, 0.0], [0.0, 0.0, 0.2], [-0.1, 0.0, -0.2], [-0.1, 0.0, 0.1], [0.0, 0.0, -0.1], [-0.1, 0.0, 0.2], [1.3, 0.5, 0.6], [-5.9, 0.0, -6.1], [1.1, -0.5, 0.7], [0.7, -1.1, 1.3], [0.5, 1.4, 1.1], [0.6, 0.1, 0.8], [2.1, 3.0, -1.1]],
  "gap_ha": [0.1715, 0.1411],
  "homo_ev": [-10.7, -10.7],
  "e_lumo_ev": [-6.06, -6.89],
  "charge": 1,
  "spin_multiplicity": 2,
  "e_tot_ev": -136378.13041,
  "s2": 0.813
}

=====

Entry 2:
{
  "formula": "C32H41LaNO4",
  "method": "ωB97M-V/def2-TZVPD",
  "species": ["La", "C", "C", "O", "C", "C", "O", "C", "C", "O", "C", "C", "O", "H", "H", "H", "H", "H", "H", "H", "H", "H", "H", "H", "H", "H", "H", "H", "H", "C", "C", "C", "C", "C", "C", "C", "C", "C", "C", "H", "H", "H", "H", "H", "H", "H", "H", "H", "H", "H", "H", "H", "H", "H", "N", "C", "C", "C", "C", "C", "C", "H", "H", "H", "H", "H", "C", "C", "C", "C", "C", "C", "C", "C", "H", "H", "H", "H", "H"],
  "xyz": [[0.4323, 0.4134, 0.1486], [-1.5031, 3.1417, 2.4395], [-0.6257, 3.9690, 1.4664], [-0.6159, 3.2862, 0.1989], [-1.7333, 3.5547, -0.6166], [-1.9930, 2.2999, -1.5038], [-1.9889, 1.1664, -0.6869], [-3.2264, 0.6701, -0.2202], [-2.8506, -0.5867, 0.5897], [-1.9852, -0.2660, 1.6457], [-2.5674, 0.3367, 2.7653], [-1.4410, 1.0542, 3.5174], [-0.7726, 1.9710, 2.7030], [-2.4624, 2.9038, 1.9450], [-1.6996, 3.7258, 3.3603], [0.4012, 3.9648, 1.8078], [-1.0006, 4.9923, 1.4036], [-1.5290, 4.3838, -1.2790], [-2.6448, 3.7535, -0.0258], [-1.1685, 2.2090, -2.2178], [-2.8987, 2.4089, -2.0650], [-3.8998, 0.4199, -1.0387], [-3.6967, 1.3989, 0.4338], [-2.3109, -1.3006, -0.0266], [-3.7711, -1.0507, 0.9614], [-3.0194, -0.4002, 3.4561], [-3.3372, 1.0454, 2.4811], [-0.7329, 0.3428, 3.8536], [-1.8376, 1.5082, 4.4626], [2.9933, -0.2434, 0.8279], [3.1244, 1.1552, 0.7418], [2.6638, 1.7214, 1.9669], [2.2310, 0.6499, 2.7873], [2.4338, -0.5676, 2.0996], [2.0893, -1.9486, 2.6502], [1.8951, 0.7747, 4.2271], [2.9278, 3.1406, 2.4126], [3.6015, 1.9530, -0.4467], [3.4417, -1.2040, -0.2313], [2.6975, -2.2334, 3.5125], [2.1983, -2.7605, 1.8982], [1.0409, -1.9800, 2.9205], [2.7740, 0.9247, 4.8410], [1.4366, -0.1259, 4.6356], [1.1975, 1.6180, 4.3785], [3.9613, 3.2645, 2.7797], [2.2441, 3.4070, 3.2085], [2.8267, 3.8429, 1.5658], [4.6975, 1.9246, -0.5325], [3.3122, 2.9797, -0.2952], [3.1431, 1.6403, -1.4019], [4.3649, -0.8317, -0.6297], [2.7517, -1.4226, -1.0637], [3.6562, -2.1644, 0.2300], [0.6029, 0.3746, -2.0609], [0.0209, 0.4467, -3.2394], [0.1440, 1.6151, -4.0787], [-0.4412, 1.7134, -5.3289], [-1.2126, 0.6702, -5.8513], [-1.4058, -0.4618, -5.0516], [-0.8124, -0.5712, -3.7911], [0.7840, 2.4042, -3.7605], [-0.3327, 2.6224, -5.8971], [-1.6479, 0.7184, -6.8322], [-1.9644, -1.3061, -5.4851], [-0.9281, -1.5120, -3.2119], [-0.2182, -2.1028, 0.0904], [-0.3168, -3.2078, -0.4111], [-0.3685, -4.4893, -1.0418], [0.7102, -5.3569, -1.0316], [0.6128, -6.6497, -1.5433], [-0.5889, -7.1484, -2.0698], [-1.6681, -6.2671, -2.1339], [-1.5255, -4.9842, -1.6505], [1.6480, -4.9920, -0.6066], [1.4477, -7.3000, -1.4937], [-0.7154, -8.1664, -2.3581], [-2.6631, -6.5671, -2.5259], [-2.3862, -4.3126, -1.6775]],
  "forces_ev_per_a": [[0.0, 0.3, -0.2], [0.5, 0.8, -0.6], [-0.9, -1.2, 0.0], [0.3, 0.5, 0.6], [-0.8, -1.1, -0.6], [1.2, 1.3, 0.5], [-0.3, -0.6, 0.0], [0.9, -0.7, 0.5], [-1.2, 0.4, -0.5], [0.4, 0.1, 0.2], [0.5, 0.1, 0.8], [-1.5, 0.1, 0.5], [0.1, 0.2, 0.1], [0.2, 0.2, 0.2], [0.0, -0.3, -0.2], [0.2, 0.0, 0.2], [0.0, 0.1, -0.3], [0.0, 0.5, -0.1], [0.3, 0.1, 0.0], [-0.1, -0.2, 0.2], [-0.7, 0.0, -0.3], [0.0, 0.0, -0.2], [-0.3, 0.3, 0.1], [0.0, 0.0, -0.1], [0.0, -0.1, 0.1], [0.1, 0.0, -0.3], [-0.3, 0.2, -0.1], [0.9, -0.8, 0.0], [0.1, 0.1, -0.7], [0.0, -0.3, 0.3], [-0.3, 0.3, 0.1], [0.2, -0.4, -0.4], [0.4, -0.1, -0.3], [0.0, -0.2, -0.3], [0.3, 0.0, -0.9], [-0.7, 0.3, 0.2], [0.1, -0.3, -0.7], [0.2, -0.5, -0.1], [-0.4, -0.5, 0.1], [0.0, 0.1, 0.1], [0.0, 0.7, 0.3], [-0.3, -0.1, 0.3], [0.4, 0.3, 0.2], [-0.2, -0.1, -0.1], [0.3, -0.2, 0.2], [-0.3, -0.1, 0.0], [-0.1, 0.3, 0.2], [-0.1, -0.1, 0.4], [-0.1, 0.0, -0.1], [0.0, 0.6, -0.1], [0.2, -0.1, 0.4], [0.6, 0.1, -0.5], [0.0, 0.4, 0.2], [0.1, -0.2, 0.1], [0.1, 0.2, 1.1], [0.2, 0.5, -0.3], [-0.4, -0.5, -0.7], [-0.3, -0.5, 0.3], [-0.1, -0.1, 0.4], [0.5, -0.2, 0.1], [-0.6, -1.1, -0.3], [0.4, 0.5, 0.5], [0.2, 0.2, -0.2], [-0.1, 0.1, -0.3], [0.2, 0.3, 0.4], [0.1, 0.7, -0.3], [0.3, 0.2, 0.2], [0.0, -0.7, -0.4], [-0.4, -0.3, 0.0], [0.9, -0.3, 0.0], [-1.1, 0.2, -0.1], [0.1, 1.3, 0.5], [-0.4, -0.4, -0.2], [-1.0, 0.9, 0.2], [-0.2, -0.3, -0.1], [0.8, -0.5, 0.1], [0.2, -0.6, -0.3], [0.9, 0.1, 0.2], [0.2, -0.2, -0.1]],
  "gap_ha": 0.1672,
  "homo_ev": -2.5,
  "e_lumo_ev": 2.05,
  "charge": -1,
  "spin_multiplicity": 1,
  "e_tot_ev": -44387.18722
}